7
Properties=species:S:1:pos:R:3:lowdin_charge:R:1 method="wB97M-V/def2-TZVPD" e_above_lowest_kj_mol=51.4 lumo_energy_ev=0.7763
C -0.17 -1.31 1.28 -0.069
C -0.83 2.01 -3.11 -0.442
N -0.59 -0.42 0.72 0.063
N -0.60 2.10 -1.94 0.172
O -1.03 2.04 -4.24 0.163
H 0.16 -2.13 1.86 0.052
H -0.51 1.32 -1.26 0.061


7
Properties=species:S:1:pos:R:3:lowdin_charge:R:1 method="wB97M-V/def2-TZVPD" e_above_lowest_kj_mol=42.1 lumo_energy_ev=0.5179
C 0.16 0.23 0.44 -0.620
C -0.36 -0.66 -0.67 -0.116
H -0.43 1.84 -0.62 0.163
H 0.36 2.06 0.99 0.131
N -0.05 1.48 0.29 0.194
N -0.54 -1.22 -1.65 0.158
O 0.68 -0.40 1.32 0.090


7
Properties=species:S:1:pos:R:3:lowdin_charge:R:1 method="wB97M-V/def2-TZVPD" e_above_lowest_kj_mol=210.5 lumo_energy_ev=0.9110
C 0.79 0.72 0.41 -0.111
C 0.92 -0.26 -0.47 -0.165
H 1.52 1.33 0.96 0.114
H 1.87 -0.75 -0.74 0.139
N -1.14 -0.18 0.04 0.009
N -0.56 0.69 0.72 0.022
O -0.22 -0.88 -0.65 -0.008


7
Properties=species:S:1:pos:R:3:lowdin_charge:R:1 method="wB97M-V/def2-TZVPD" e_above_lowest_kj_mol=430.5 lumo_energy_ev="-2.7209 / -2.7202"
O 1.49 1.22 -0.05 0.051
C 1.17 0.05 0.01 -0.517
N 0.11 -0.71 0.03 0.112
C -1.35 -0.04 -0.01 -0.208
N -1.24 1.15 -0.07 0.275
H 1.89 -0.83 0.05 0.160
H -2.07 -0.85 0.03 0.128